Entry from the OMol25 dataset: 11 unconnected molecules or ions with the total composition C24H57Br10NO5S5 (ωB97M-V with the def2-TZVPD basis set).

Results
- orbital gap (eV) = 9.10
- energy (eV) = -792133.6566
- net charge = 0
- HOMO (eV) = -8.95
- lowest unoccupied orbital energy (eV) = 0.153

Last column: Mulliken charge in e.
Atoms and positions in Å:
C: -6.953 -4.939 -4.239  -1.189
C: -5.854 -4.936 -5.263  -0.355
C: -5.531 -3.616 -5.837  -0.371
C: -5.311 -2.525 -4.829  0.186
N: -5.151 -1.677 -4.100  -0.387
H: -7.341 -5.928 -3.991  0.361
H: -7.803 -4.406 -4.665  0.301
H: -6.576 -4.496 -3.317  0.336
H: -6.217 -5.620 -6.030  0.285
H: -4.952 -5.370 -4.832  0.251
H: -6.230 -3.362 -6.634  0.296
H: -4.619 -3.629 -6.434  0.288
C: 5.678 1.406 -6.301  -0.853
S: 5.306 0.229 -4.917  0.482
O: 3.875 0.616 -4.504  -0.602
C: 5.213 -1.364 -5.947  -0.888
H: 6.634 1.141 -6.752  0.353
H: 5.700 2.389 -5.832  0.302
H: 4.912 1.237 -7.058  0.267
H: 6.222 -1.740 -6.113  0.340
H: 4.648 -1.236 -6.870  0.288
H: 4.733 -2.151 -5.365  0.309
C: 6.366 3.008 1.913  -0.923
S: 5.619 4.676 1.761  0.496
O: 4.351 4.666 2.582  -0.597
C: 5.101 4.453 -0.013  -0.879
H: 6.927 2.887 2.840  0.329
H: 7.099 2.807 1.132  0.338
H: 5.678 2.166 1.982  0.304
H: 4.434 5.264 -0.308  0.319
H: 4.561 3.507 -0.027  0.268
H: 5.926 4.440 -0.725  0.346
C: -1.154 1.901 -10.010  -0.909
S: -1.542 0.326 -9.101  0.472
O: -1.044 -0.943 -9.844  -0.614
C: -0.444 0.609 -7.649  -0.839
H: -0.065 1.917 -10.047  0.302
H: -1.588 2.809 -9.591  0.341
H: -1.626 1.838 -10.991  0.324
H: -0.083 -0.307 -7.181  0.317
H: -1.125 1.131 -6.976  0.327
H: 0.357 1.330 -7.812  0.278
C: -3.274 -4.541 5.204  -0.911
S: -2.476 -5.728 6.384  0.497
O: -3.560 -6.416 7.163  -0.611
C: -2.102 -7.006 5.049  -0.894
H: -3.992 -3.894 5.709  0.332
H: -3.897 -4.953 4.410  0.303
H: -2.498 -3.904 4.782  0.331
H: -1.889 -7.982 5.486  0.321
H: -1.272 -6.748 4.392  0.356
H: -2.962 -7.022 4.380  0.275
C: -0.072 1.204 2.241  -1.018
S: 0.797 -0.172 1.280  0.525
O: 0.551 -1.482 1.988  -0.614
C: -0.589 -0.298 0.034  -0.922
H: 0.541 1.526 3.083  0.347
H: -0.989 0.955 2.775  0.344
H: -0.170 2.157 1.722  0.367
H: -1.469 -0.781 0.459  0.313
H: -0.306 -1.011 -0.741  0.325
H: -0.761 0.666 -0.445  0.330
Br: 5.491 -3.443 6.204  -0.186
C: 3.747 -2.592 6.910  -0.629
C: 4.048 -1.859 8.178  -0.500
Br: 2.584 -0.566 8.514  -0.166
H: 2.976 -3.355 7.019  0.384
H: 3.439 -1.936 6.096  0.387
H: 4.884 -1.230 7.877  0.330
H: 4.322 -2.420 9.072  0.381
Br: -2.425 7.321 -0.471  -0.179
C: -1.188 8.208 0.843  -0.646
C: -1.108 9.755 0.650  -0.538
Br: 0.070 10.413 2.079  -0.144
H: -0.176 7.805 0.819  0.400
H: -1.649 8.019 1.812  0.376
H: -2.015 10.349 0.762  0.369
H: -0.754 9.966 -0.359  0.361
Br: 2.950 7.540 10.903  -0.137
C: 2.543 5.966 9.765  -0.613
C: 3.365 5.985 8.474  -0.638
Br: 5.321 5.657 8.921  -0.133
H: 1.485 6.116 9.546  0.375
H: 2.735 5.001 10.232  0.387
H: 3.167 6.809 7.788  0.409
H: 3.043 5.116 7.900  0.351
Br: 1.186 -6.591 -1.910  -0.189
C: 3.163 -6.606 -1.348  -0.684
C: 3.738 -8.048 -1.328  -0.454
Br: 5.713 -7.740 -1.286  -0.166
H: 3.228 -6.042 -0.417  0.405
H: 3.737 -6.044 -2.084  0.379
H: 3.504 -8.556 -2.264  0.355
H: 3.466 -8.636 -0.452  0.354
Br: -11.155 1.398 -0.224  -0.161
C: -9.461 2.136 0.356  -0.620
C: -8.561 0.956 0.646  -0.572
Br: -6.901 1.835 1.293  -0.182
H: -9.655 2.817 1.185  0.392
H: -9.152 2.681 -0.536  0.358
H: -8.415 0.223 -0.147  0.427
H: -9.032 0.515 1.524  0.356